An isolated molecule of C12H22BBrO4 in a non-equilibrium geometry. Source: OMol25; level of theory: ωB97M-V/def2-TZVPD.

Calculated values
SMILES: CCC[C@@H](C)[C@]1(B(O)O)CC(=O)O[C@@H]1C[C@@H](C)Br
Energy above the lowest of the compared OMol25 structures with the same formula, charge and spin: 0.0 kcal/mol
Highest occupied orbital energy: -0.371 hartree
Kohn-Sham gap: 10.5 eV

Last columns: bonded neighbours and bond lengths (Å).
Element x y z (Å)
1 C -0.8420 -2.9385 1.7511  C2 1.536, H19 1.094, H20 1.097, H21 1.098
2 C -1.3903 -2.2528 0.4912  C1 1.536, C3 1.552, H22 1.098, H23 1.097
3 C -1.5175 -0.7070 0.5494  C2 1.552, C4 1.553, H24 1.100, H25 1.100
4 C -1.3448 -0.0504 -0.8471  C3 1.553, C5 1.548, C6 1.571, H26 1.100
5 C -2.7036 0.5070 -1.3367  C4 1.548, H27 1.099, H28 1.096, H29 1.097
6 C -0.2608 1.0654 -1.0651  C4 1.571, B7 1.588, C10 1.556, C14 1.543
7 B -0.8258 2.4995 -0.6825  C6 1.588, O8 1.379, O9 1.370
8 O -1.1798 2.8534 0.6021  B7 1.379, H30 0.965
9 O -0.9289 3.4594 -1.6542  B7 1.370, H31 0.969
10 C 0.1752 0.9062 -2.5508  C6 1.556, C11 1.523, H32 1.096, H33 1.094
11 C 1.2451 -0.1748 -2.4637  C10 1.523, O12 1.167, O13 1.363
12 O 1.7313 -0.7835 -3.3325  C11 1.167
13 O 1.5975 -0.3724 -1.1619  C11 1.363, C14 1.455
14 C 1.1486 0.8332 -0.4817  C6 1.543, O13 1.455, C15 1.543, H34 1.103
15 C 1.5206 0.8632 1.0153  C14 1.543, C16 1.538, H35 1.098, H36 1.093
16 C 2.0093 -0.4556 1.6378  C15 1.538, C17 1.529, Br18 1.973, H37 1.095
17 C 3.5316 -0.5583 1.7343  C16 1.529, H38 1.094, H39 1.096, H40 1.097
18 Br 1.2798 -0.5979 3.4660  C16 1.973
19 H -1.0528 -2.3516 2.6497  C1 1.094
20 H 0.2420 -3.0947 1.6918  C1 1.097
21 H -1.3004 -3.9262 1.8890  C1 1.098
22 H -2.3893 -2.6648 0.2938  C2 1.098
23 H -0.7742 -2.5264 -0.3748  C2 1.097
24 H -0.8470 -0.2862 1.3130  C3 1.100
25 H -2.5389 -0.4861 0.8928  C3 1.100
26 H -1.0920 -0.8796 -1.5237  C4 1.100
27 H -3.4088 -0.3168 -1.5132  C5 1.099
28 H -2.6095 1.0612 -2.2774  C5 1.096
29 H -3.1551 1.1628 -0.5820  C5 1.097
30 H -1.2424 2.1078 1.2121  O8 0.965
31 H -1.2129 4.3133 -1.2948  O9 0.969
32 H 0.6131 1.8096 -2.9907  C10 1.096
33 H -0.6184 0.5173 -3.1962  C10 1.094
34 H 1.7452 1.6474 -0.9259  C14 1.103
35 H 2.3423 1.5861 1.1031  C15 1.098
36 H 0.7009 1.2751 1.6102  C15 1.093
37 H 1.6171 -1.3085 1.0746  C16 1.095
38 H 3.8340 -1.3100 2.4698  C17 1.094
39 H 3.9565 0.3999 2.0532  C17 1.096
40 H 3.9450 -0.8261 0.7544  C17 1.097

natural (NBO) atomic charges, in units of e: C -0.61; C -0.40; C -0.42; C -0.19; C -0.63; C -0.42; B 1.15; O -0.90; O -0.89; C -0.51; C 0.80; O -0.54; O -0.53; C 0.13; C -0.45; C -0.20; C -0.63; Br -0.04; H 0.21; H 0.20; H 0.21; H 0.20; H 0.20; H 0.20; H 0.21; H 0.20; H 0.22; H 0.22; H 0.21; H 0.50; H 0.50; H 0.25; H 0.24; H 0.18; H 0.22; H 0.23; H 0.23; H 0.23; H 0.21; H 0.23